{
  "formula": "C2H3NO2S",
  "method": "ωB97M-V/def2-TZVPD",
  "e_tot_ha": -681.27028,
  "homo_energy_ev": [-8.76, -8.76],
  "total_charge": 0,
  "lumo_energy_ev": [-1.8284, -1.8285],
  "relative_energy_kj_mol": 496.3,
  "symbols": ["C", "C", "N", "O", "O", "S", "H", "H", "H"],
  "xyz": [[-1.64307, 0.36409, 0.10595], [-0.49433, -0.51922, 0.08899], [1.15142, 0.60406, 0.11076], [-1.60336, 1.56689, 0.13076], [2.15278, -0.21248, -0.37109], [-0.29604, -2.08638, 0.15944], [-2.60755, -0.18398, 0.05431], [0.92198, 1.25396, -0.64055], [2.41816, -0.78693, 0.36142]]
}



{
  "formula": "C5H15NO",
  "method": "ωB97M-V/def2-TZVPD",
  "spin_multiplicity": 2,
  "e_tot_ha": -329.39183,
  "homo_energy_ev": [1.14, -4.94],
  "s2": 0.7505,
  "total_charge": -1,
  "lumo_energy_ev": [3.7350, 3.5326],
  "relative_energy_kj_mol": 161.0,
  "symbols": ["C", "N", "C", "C", "C", "C", "H", "H", "H", "H", "H", "H", "H", "H", "H", "H", "H", "H", "H", "H", "H", "O"],
  "xyz": [[-1.18715, 0.74443, 0.39027], [-0.60480, -0.32248, -0.36118], [-0.36627, -1.55580, 0.42113], [0.46386, -2.62160, -0.26768], [0.42862, 0.13558, -1.32582], [-2.08211, 1.67849, -0.43591], [-1.98895, 0.26074, 1.02288], [-0.61534, 1.24520, 1.18687], [0.13638, -1.09152, 1.28478], [-1.35129, -2.03464, 0.55403], [0.88745, -3.45744, 0.28064], [1.25278, -2.03575, -0.74719], [0.00621, -2.93742, -1.21990], [1.34049, 0.45514, -0.78448], [0.58509, -0.73769, -1.97354], [-0.06923, 0.89068, -1.92297], [-2.49273, 1.19096, -1.34363], [-1.48065, 2.53367, -0.73067], [-2.91716, 2.09316, 0.13874], [3.47613, 1.99458, 1.18884], [3.21144, 2.13253, 2.65776], [3.36724, 1.43917, 1.98703]]
}



{
  "formula": "BrClFN",
  "method": "ωB97M-V/def2-TZVPD",
  "e_tot_ha": -3188.62370,
  "homo_energy_ev": [-11.45, -10.51],
  "total_charge": 0,
  "lumo_energy_ev": [-1.5849, -3.9322],
  "relative_energy_kj_mol": 159.9,
  "symbols": ["N", "F", "Cl", "Br"],
  "xyz": [[0.70923, -0.21567, 0.39011], [1.28263, -0.92800, -0.62245], [-1.05166, 2.13723, -0.63207], [-0.94020, -0.99356, 0.86441]]
}



{
  "formula": "C4H10N3",
  "method": "ωB97M-V/def2-TZVPD",
  "e_tot_ha": -322.38234,
  "homo_energy_ev": -14.08,
  "total_charge": 1,
  "lumo_energy_ev": -2.9255,
  "relative_energy_kj_mol": 205.4,
  "symbols": ["C", "C", "C", "C", "N", "N", "N", "H", "H", "H", "H", "H", "H", "H", "H", "H", "H"],
  "xyz": [[0.07691, 0.23748, 0.93822], [-0.40597, -0.84504, -2.48987], [0.14084, 1.66711, 1.41919], [1.04255, -0.54042, 0.41145], [-1.32365, -0.14583, 0.84843], [0.50106, -1.09280, -3.36002], [-1.24301, -0.63493, -1.71381], [0.39577, 1.80336, 2.44049], [-0.74084, 2.21974, 1.15889], [0.96726, 2.20340, 0.94434], [2.15673, -0.47361, 0.43354], [0.85854, -1.42937, -0.14491], [-1.39034, -0.97730, 1.41313], [1.37585, -0.64284, -3.32228], [0.57578, -2.01737, -3.94746], [-1.93434, 0.53009, 1.23932], [-1.44197, -0.41955, -0.23846]]
}



{
  "formula": "C5H7AuO4",
  "method": "ωB97M-V/def2-TZVPD",
  "spin_multiplicity": 3,
  "e_tot_ha": -630.29677,
  "homo_energy_ev": [-18.37, -18.59],
  "s2": 2.0328,
  "total_charge": 2,
  "lumo_energy_ev": [-9.6852, -13.6409],
  "relative_energy_kj_mol": 9.7,
  "symbols": ["H", "Au", "O", "O", "C", "C", "O", "C", "H", "H", "H", "H", "H", "O", "C", "C", "H"],
  "xyz": [[2.87894, -0.37814, 0.24518], [1.64908, 2.39114, -0.12023], [2.77132, 1.54326, 1.02012], [1.58096, -0.28082, 1.78031], [0.25073, 0.13990, 1.98007], [-0.45756, -0.15631, 0.66580], [1.12280, 0.67696, -0.24876], [2.18517, 0.37443, 0.66652], [-0.12750, -0.35132, 2.88406], [0.20736, 1.21439, 2.22497], [-0.99738, 0.63733, 0.14244], [-0.33599, -1.09756, 0.11780], [-2.45168, -1.72183, 0.58952], [-3.74416, 0.37548, 2.43683], [-2.06695, -1.22094, 1.48655], [-3.03057, -0.43134, 2.06654], [-1.65646, -1.93920, 2.20837]]
}



{
  "formula": "C19H26N2O2",
  "method": "ωB97M-V/def2-TZVPD",
  "e_tot_ha": -998.95195,
  "homo_energy_ev": -8.28,
  "total_charge": 0,
  "lumo_energy_ev": 0.5497,
  "relative_energy_kj_mol": 1869.9,
  "symbols": ["O", "C", "N", "C", "C", "C", "C", "C", "C", "H", "H", "C", "O", "N", "C", "H", "C", "C", "C", "C", "H", "H", "H", "H", "H", "H", "H", "H", "H", "H", "H", "H", "C", "C", "C", "C", "C", "C", "H", "H", "H", "H", "H", "H", "H", "H", "H", "H", "H"],
  "xyz": [[2.33512, -1.88147, -1.35310], [2.70758, -1.40596, -0.41475], [2.19577, -0.33631, 0.21660], [1.32124, 0.54263, -0.19990], [1.10231, 1.62871, 0.48929], [0.14359, 2.47968, 0.40236], [-0.49793, 2.38156, -0.68672], [-0.38948, 1.18526, -1.75876], [0.63679, 0.26869, -1.41757], [0.86780, -0.40102, -2.04653], [-0.98699, 0.98571, -2.48406], [-1.72824, 3.14239, -1.21573], [-1.36903, 4.41244, -1.97492], [-3.04349, 3.00031, -0.69502], [-3.34434, 1.83065, -0.09297], [-3.05829, 2.08554, 1.20402], [-4.71760, 1.68125, -0.21108], [-5.62928, 2.70734, 0.35936], [-5.17187, 4.00234, 0.11119], [-4.02404, 3.97451, -0.90699], [-3.54915, 4.89637, -1.28024], [-4.50847, 3.61961, -1.76651], [-5.80514, 4.75292, 0.06847], [-4.40420, 4.26284, 1.22369], [-6.11453, 2.31889, 1.20224], [-6.72114, 2.69053, -0.26575], [-4.85446, 1.49211, -1.33391], [-5.18164, 0.51058, 0.36075], [-2.59842, 1.03836, -0.17011], [-0.17257, 3.33193, 1.10159], [1.50841, 1.58483, 1.61815], [2.86041, -0.15486, 0.94918], [3.92686, -2.16002, 0.40164], [4.71907, -3.22006, -0.51331], [3.78880, -4.48116, -0.59720], [3.12813, -5.10195, 0.90355], [2.50847, -3.94067, 1.39541], [3.54809, -2.62352, 1.98025], [2.98983, -1.95629, 2.34001], [4.40717, -3.14599, 2.44376], [1.70637, -3.42394, 1.10313], [2.35107, -4.31056, 2.78993], [2.71900, -5.89148, 0.69363], [4.28385, -5.26824, 1.33590], [2.86858, -4.36792, -1.19740], [4.17921, -5.14934, -1.16081], [4.88934, -2.76253, -1.44916], [5.56063, -3.37157, 0.01741], [4.61683, -1.45315, 0.48096]]
}